The following is a quantum chemistry calculation of a 2-piece molecular cluster, C5H13N2 overall at a distorted geometry, from the OMol25 dataset.

**LUMO energy**: -3.613 eV
**2S+1**: 1
**E_tot**: -307.4949 Eh
**Charge**: +1
**Energy relative to the best compared isomer or geometry (same formula, charge and spin)**: 79.5 kcal/mol
**E_HOMO**: -13.3 eV
**Maximum force**: 0.02674 Eh/bohr

Element x y z (Å)
N1 -0.785 0.735 -1.827
C1 0.519 1.187 -1.313
C2 1.282 1.269 1.109
C3 0.397 1.517 0.149
H1 -0.659 0.602 -2.829
H2 -1.414 1.534 -1.797
H3 0.898 2.082 -1.813
H4 1.256 0.390 -1.425
H5 1.160 1.695 2.099
H6 2.190 0.721 0.901
H7 -0.525 2.040 0.398
C4 -0.981 -1.530 0.291
C5 0.023 -1.975 -0.438
N2 -0.697 -1.274 1.731
H8 -1.946 -1.173 -0.018
H9 0.254 -1.673 -1.449
H10 0.818 -2.569 0.010
H11 -0.103 -0.419 1.748
H12 -1.531 -1.135 2.303
H13 -0.159 -2.027 2.171

The following is a quantum chemistry calculation of C35H40N4P2Pd as an isolated structure at a distorted geometry, from the OMol25 dataset.

**LUMO energy (alpha / beta)**: 0.175 / -1.598 eV
**2S+1**: 3
**E_tot**: -2386.9733 Eh
**Charge**: 0
**Energy relative to the best compared isomer or geometry (same formula, charge and spin)**: 97.9 kcal/mol
**E_HOMO (alpha / beta)**: -3.0 / -4.7 eV
**Maximum force**: 0.07115 Eh/bohr

Element x y z (Å)
Pd1 0.154 2.078 -4.648
C1 -1.456 2.256 -5.848
C2 -1.104 0.886 -5.799
C3 -0.298 0.183 -6.859
C4 0.959 0.967 -7.304
C5 1.562 1.753 -6.174
C6 1.334 3.123 -5.932
C7 0.298 3.964 -6.654
C8 -1.032 3.191 -6.961
C9 1.437 1.589 -0.313
H1 -2.324 2.545 -5.243
H2 -1.753 0.257 -5.180
H3 -0.919 -0.107 -7.717
H4 0.038 -0.771 -6.428
H5 1.701 0.224 -7.638
H6 0.756 1.654 -8.131
H7 2.475 1.298 -5.770
H8 2.127 3.641 -5.375
H9 0.714 4.426 -7.558
H10 0.043 4.797 -5.978
H11 -1.835 3.939 -7.042
H12 -0.983 2.654 -7.914
H13 0.838 2.049 0.479
H14 1.452 2.346 -1.109
H15 2.456 1.454 0.074
P1 1.650 -0.889 -1.698
P2 -1.703 -1.015 -1.183
N1 2.901 -0.103 -2.692
N2 2.717 -1.956 -0.889
N3 -2.749 0.185 -1.959
N4 -2.907 -2.049 -0.429
C10 0.501 -1.613 -2.907
C11 -0.965 -1.973 -2.526
C12 3.166 1.243 -2.923
C13 4.431 1.382 -3.473
C14 4.963 0.065 -3.643
C15 3.983 -0.823 -3.232
C16 3.716 -1.609 0.050
C17 4.487 -2.731 0.294
C18 3.985 -3.794 -0.536
C19 2.919 -3.293 -1.259
C20 -2.836 1.554 -1.694
C21 -3.845 2.114 -2.463
C22 -4.428 1.045 -3.218
C23 -3.722 -0.106 -2.921
C24 -3.865 -2.718 -1.223
C25 -4.797 -3.329 -0.409
C26 -4.382 -3.123 0.950
C27 -3.243 -2.326 0.916
H16 0.992 -2.505 -3.332
H17 0.426 -0.861 -3.715
H18 -1.597 -1.815 -3.421
H19 -1.038 -3.047 -2.289
H20 2.460 2.015 -2.673
H21 4.909 2.314 -3.754
H22 5.943 -0.197 -4.024
H23 3.976 -1.901 -3.215
H24 3.766 -0.602 0.452
H25 5.353 -2.785 0.937
H26 4.397 -4.784 -0.652
H27 2.266 -3.756 -1.988
H28 -2.143 2.027 -1.015
H29 -4.152 3.153 -2.496
H30 -5.288 1.109 -3.873
H31 -3.810 -1.103 -3.329
H32 -3.801 -2.724 -2.297
H33 -5.671 -3.858 -0.764
H34 -4.890 -3.534 1.823
H35 -2.644 -1.942 1.738
C28 0.785 0.317 -0.771
C29 -0.479 -0.112 -0.260
C30 -0.647 -0.023 1.210
C31 -1.802 0.488 1.834
C32 -1.883 0.528 3.227
C33 -0.875 -0.054 4.007
C34 0.290 -0.537 3.401
C35 0.406 -0.521 2.021
H36 -2.636 0.838 1.217
H37 -2.763 0.975 3.696
H38 -0.966 -0.083 5.090
H39 1.122 -0.932 3.981
H40 1.281 -0.939 1.512

The following is a quantum chemistry calculation of a 3-piece molecular cluster, C4H15NO2 overall at a distorted geometry, from the OMol25 dataset.

**LUMO energy (alpha / beta)**: 3.650 / 3.508 eV
**2S+1**: 2
**E_tot**: -366.5331 Eh
**Charge**: -1
**Energy relative to the best compared isomer or geometry (same formula, charge and spin)**: 36.1 kcal/mol
**E_HOMO (alpha / beta)**: 1.1 / -6.0 eV
**Maximum force**: 0.07839 Eh/bohr

Element x y z (Å)
C1 2.048 1.782 -0.308
C2 0.817 1.247 0.501
C3 1.156 -0.131 0.880
C4 1.194 -0.215 2.493
N1 -0.380 1.326 -0.296
H1 1.798 2.932 -0.518
H2 2.135 1.059 -1.189
H3 2.949 1.594 0.336
H4 0.673 1.903 1.423
H5 1.989 -0.440 0.179
H6 0.331 -0.825 0.648
H7 0.126 -0.156 2.843
H8 1.787 0.656 2.930
H9 1.707 -1.169 2.869
H10 -0.610 2.288 -0.466
H11 -0.390 0.946 -1.238
H12 -3.484 -1.484 -2.973
H13 -2.453 -1.478 -1.913
O1 -2.453 -1.364 -2.835
H14 -1.323 -2.636 -0.557
H15 -1.044 -1.250 -0.028
O2 -1.650 -2.051 0.125